{"formula": "C24H43BrN5O10PS2", "method": "ωB97M-V/def2-TZVPD", "elements": ["Br", "S", "S", "P", "O", "O", "O", "O", "O", "O", "O", "O", "O", "O", "N", "N", "N", "N", "N", "C", "C", "C", "C", "C", "C", "C", "C", "C", "C", "C", "C", "C", "C", "C", "C", "C", "C", "C", "C", "C", "C", "C", "C", "H", "H", "H", "H", "H", "H", "H", "H", "H", "H", "H", "H", "H", "H", "H", "H", "H", "H", "H", "H", "H", "H", "H", "H", "H", "H", "H", "H", "H", "H", "H", "H", "H", "H", "H", "H", "H", "H", "H", "H", "H", "H", "H"], "coordinates": [[-5.17, -3.71, -1.50], [-1.54, 1.07, 6.23], [3.03, 1.37, 2.27], [-3.93, -2.84, -3.17], [-0.25, 1.70, 6.37], [4.67, -1.81, -3.35], [6.55, -0.52, -3.22], [-5.58, 0.52, -2.78], [-4.92, -1.89, -4.05], [-6.03, -0.73, -1.04], [3.72, 1.79, 1.07], [2.98, -0.01, 2.67], [-0.63, 3.20, -0.85], [-2.64, 1.72, 5.57], [-1.54, -0.26, -1.29], [0.63, -1.22, -1.61], [-3.84, 0.14, -1.37], [-2.79, -1.76, -2.40], [-1.46, -2.09, -2.43], [0.84, -3.43, -5.06], [-2.93, 2.47, -1.43], [2.02, -2.83, -4.27], [-0.21, 3.85, -2.03], [1.14, 2.53, 3.66], [2.43, 3.26, 4.06], [-3.59, 1.38, -0.60], [5.38, -0.66, -3.02], [1.36, 2.02, 2.24], [-2.07, 0.50, 7.85], [4.24, -1.68, -4.71], [3.31, -2.80, -5.12], [-0.83, -3.25, -3.08], [-1.30, -0.55, 5.52], [-0.73, -1.21, -1.76], [-2.10, -1.03, 7.77], [4.57, 0.44, -2.39], [-0.53, -2.91, -4.58], [-5.26, -0.08, -1.75], [-1.07, -1.46, 6.72], [-2.79, -0.57, -1.66], [3.87, 0.17, -1.27], [-2.00, 3.40, -0.58], [3.60, 2.35, 3.66], [-3.10, -1.36, 7.47], [0.86, -4.52, -5.03], [-1.19, -2.51, 6.46], [3.87, 1.67, 4.46], [2.20, -3.45, -3.38], [-1.34, -3.29, -5.21], [-1.34, 0.85, 8.58], [0.94, -3.13, -6.11], [-3.65, 3.08, -1.99], [-2.16, 3.11, 0.47], [4.47, 2.93, 3.36], [-1.90, -1.48, 8.75], [-0.55, -1.82, -4.66], [0.60, 4.57, -1.82], [-1.00, 4.42, -2.54], [-1.47, -4.13, -3.02], [2.49, 4.20, 3.51], [-0.06, -1.32, 7.12], [1.79, -1.79, -4.01], [0.99, -0.28, -1.49], [0.23, 3.11, -2.71], [0.27, 3.19, 3.71], [3.09, -2.67, -6.18], [-2.99, 1.09, 0.27], [-2.26, 2.04, -2.19], [0.67, 1.24, 1.95], [4.00, 0.80, -0.36], [0.95, -1.86, -0.90], [3.87, -3.74, -5.03], [1.34, 2.84, 1.52], [0.09, -3.50, -2.55], [0.96, 1.70, 4.34], [3.15, -0.66, -1.30], [3.79, -0.68, -4.85], [-5.82, -2.15, -3.78], [2.45, 3.49, 5.12], [-3.04, 0.92, 8.07], [-0.46, -0.53, 4.83], [4.58, 1.41, -2.89], [-4.55, 1.74, -0.22], [-2.31, 4.44, -0.70], [5.13, -1.69, -5.35], [-2.21, -0.82, 4.99]], "mulliken_charge": [-0.20, 1.21, 1.29, 0.00, -0.64, -0.29, -0.53, -0.65, -0.38, -0.65, -0.83, -0.75, -0.27, -0.70, -0.41, -0.01, 0.35, 0.21, 0.05, -1.04, -0.25, 0.04, -0.87, -0.19, -0.79, -1.17, 0.52, -0.68, -0.65, -0.66, -0.94, -0.97, -0.57, -0.07, -0.64, -0.56, -0.51, 0.20, -0.65, 0.46, -0.26, -0.79, -0.84, 0.30, 0.28, 0.37, 0.36, 0.25, 0.43, 0.35, 0.44, 0.49, 0.48, 0.42, 0.33, 0.43, 0.26, 0.39, 0.50, 0.32, 0.31, 0.16, 0.21, 0.26, 0.43, 0.41, 0.52, 0.33, 0.40, 0.46, 0.22, 0.34, 0.30, 0.40, -0.05, 0.35, 0.39, 0.38, 0.37, 0.34, 0.32, 0.34, 0.43, 0.31, 0.41, 0.38], "mol_weight_g_mol": 736.6, "e_homo_ev": -7.906, "orbital_gap_ha": 0.29253, "lumo_ev": 0.05}

---

{"formula": "C24H43Cl2F5OP2Pm", "method": "ωB97M-V/def2-TZVPD", "elements": ["Pm", "Cl", "Cl", "P", "P", "F", "F", "F", "F", "F", "O", "C", "C", "C", "C", "C", "C", "C", "C", "C", "C", "C", "C", "C", "C", "C", "C", "C", "C", "C", "C", "C", "C", "C", "C", "H", "H", "H", "H", "H", "H", "H", "H", "H", "H", "H", "H", "H", "H", "H", "H", "H", "H", "H", "H", "H", "H", "H", "H", "H", "H", "H", "H", "H", "H", "H", "H", "H", "H", "H", "H", "H", "H", "H", "H", "H", "H", "H"], "coordinates": [[0.31, 0.02, -0.22], [1.77, -1.96, -1.51], [-0.48, 2.49, 0.43], [-1.11, 0.02, -2.50], [2.43, 0.10, 1.39], [-5.40, -1.06, 4.57], [-2.12, 1.50, 2.47], [-4.69, -3.28, 3.11], [-2.66, -3.17, 1.33], [-4.07, 1.31, 4.19], [-1.42, -0.71, 0.87], [-2.37, -0.80, 1.73], [-3.77, 0.21, 3.47], [-1.71, -2.59, -1.36], [-4.43, -0.99, 3.66], [-2.83, -1.87, -3.48], [-1.57, -1.79, -2.65], [3.00, -1.76, 3.35], [-2.36, 2.54, -2.48], [-2.65, 1.05, -2.34], [1.97, -1.49, 2.28], [4.05, -0.21, 0.54], [2.56, 1.59, 2.48], [0.73, 1.78, -3.78], [5.15, 0.12, 1.52], [4.25, 0.49, -0.80], [-4.05, -2.10, 2.90], [0.01, 0.43, -3.89], [-0.79, 0.29, -5.17], [2.76, 2.84, 1.62], [-3.40, 0.71, -1.05], [0.56, -1.54, 2.83], [-3.05, -2.03, 1.97], [-2.77, 0.30, 2.55], [1.38, 1.72, 3.45], [0.73, 2.24, -2.78], [-3.33, 3.04, -2.32], [-1.67, 2.92, -1.71], [-0.74, -2.88, -0.93], [3.86, 1.51, -0.83], [4.96, -0.22, 2.55], [5.34, 1.20, 1.53], [3.94, -2.11, 2.91], [-0.67, -2.18, -3.17], [-1.99, 2.79, -3.48], [3.79, -0.08, -1.62], [-1.74, 0.85, -5.13], [-2.27, -2.05, -0.60], [0.51, -1.33, 3.90], [0.75, -0.38, -3.78], [-4.10, 1.52, -0.83], [-3.95, -0.24, -1.12], [0.30, 2.50, -4.47], [-0.18, 0.72, -5.98], [-0.99, -0.76, -5.41], [1.46, 2.72, 3.89], [0.40, 1.67, 2.97], [5.32, 0.54, -0.99], [1.44, 0.98, 4.25], [1.73, 1.06, -1.47], [-0.12, -0.82, 2.37], [0.13, -2.54, 2.65], [-2.27, -3.50, -1.57], [1.97, 2.98, 0.86], [3.74, 2.84, 1.11], [2.72, 3.70, 2.29], [6.05, -0.40, 1.16], [-3.72, -1.68, -2.86], [2.59, -2.55, 3.99], [3.17, -0.88, 3.98], [-3.20, 0.66, -3.21], [3.96, -1.30, 0.35], [-2.88, -2.90, -3.86], [-2.75, 0.65, -0.17], [-2.83, -1.18, -4.34], [1.78, 1.62, -4.05], [2.03, -2.20, 1.43], [3.48, 1.33, 3.03]], "mulliken_charge": [-0.72, -0.51, -0.60, -0.44, -0.21, -0.33, -0.34, -0.33, -0.37, -0.32, 0.82, 0.64, 0.45, -0.94, 0.46, -1.95, 0.80, -1.77, -1.47, 0.61, 0.71, 1.04, 0.67, -1.59, -1.89, -1.46, 0.36, 1.12, -1.60, -1.23, -1.03, -0.44, -0.50, 0.05, -1.57, 0.21, 0.56, 0.06, 0.06, 0.17, 0.40, 0.28, 0.30, 0.62, 0.29, 0.16, 0.27, -0.37, 0.34, 0.45, 0.53, 0.13, 0.45, 0.53, 0.27, 0.54, 0.16, 0.51, 0.25, -0.03, -1.03, 0.42, 0.63, 0.02, 0.25, 0.51, 0.51, 0.26, 0.50, 0.31, 0.74, 0.52, 0.51, -0.31, 0.42, 0.36, 0.46, 0.66], "mol_weight_g_mol": 720.5, "e_homo_ev": [-3.722, -3.716], "s2": 6.01, "total_charge": -1, "orbital_gap_ha": [0.22880, 0.22860], "lumo_ev": [2.50, 2.50], "spin_multiplicity": 5}